ORCA calculation (ωB97M-V/def2-TZVPD) on C5H12N2 as an isolated structure.

Calculated values
energy relative to the best compared isomer or geometry (same formula, charge and spin)	481.9	kJ/mol
HOMO-LUMO gap	8.391	eV
DFT total energy	-8355.1420	eV
LUMO	1.04	eV

Geometry as ORCA input:
```
! RIJCOSX wB97M-V def2-TZVPD def2/J DEFGRID3
* xyz 0 1
N -0.859 -0.790 0.181
N 1.147 -0.484 -1.245
C -0.747 1.084 1.954
C -0.035 -0.013 -0.678
C -0.062 0.021 1.149
C -0.609 1.196 -1.366
C 1.486 -1.875 -0.961
H 0.599 -0.624 1.722
H 0.186 1.871 -1.680
H -1.335 1.733 -0.756
H -1.121 0.834 -2.262
H -1.829 -0.488 0.153
H 2.408 -2.107 -1.495
H -1.593 0.678 2.526
H 1.667 -2.073 0.106
H 1.177 0.181 -0.076
H -1.135 1.902 1.344
H -0.049 1.522 2.672
H 0.705 -2.569 -1.288
*
```


ORCA calculation (ωB97M-V/def2-TZVPD) on a 8-piece molecular cluster, C52H73ClN2O23 overall.

Calculated values
HOMO-LUMO gap	6.776	eV
DFT total energy	-117701.7936	eV
LUMO	-1.15	eV
SMILES	O=C1NC(=O)c2c(CCCCCCCCCCCCn3cccc3)cc(Cl)cc21.C[C@@H]1COC(=O)O1.C[C@@H]1COC(=O)O1.C[C@@H]1COC(=O)O1.C[C@@H]1COC(=O)O1.C[C@@H]1COC(=O)O1.C[C@@H]1COC(=O)O1.C[C@@H]1COC(=O)O1

Geometry as ORCA input:
```
! RIJCOSX wB97M-V def2-TZVPD def2/J DEFGRID3
* xyz 0 1
Cl -7.757 -1.780 2.180
O 2.376 -4.734 6.225
O 8.456 5.900 1.228
O 10.942 11.341 1.184
O -3.156 -5.795 1.435
O 10.599 12.471 -0.744
O -11.418 1.015 -5.331
O -1.766 -1.517 7.112
O 9.297 10.704 -0.204
O 5.063 2.402 -0.572
O 0.296 -4.283 5.463
O -3.846 -0.726 6.770
O -5.439 -0.168 -4.534
O 5.008 0.166 -0.895
O 10.303 4.964 0.325
O 1.700 -5.510 4.213
O 4.468 1.048 1.115
O -12.195 1.021 -7.454
O -2.975 -0.802 8.860
O -4.128 -5.744 3.477
O 8.281 4.123 -0.157
O -10.124 0.243 -6.995
O -3.735 -3.826 2.382
O -6.569 2.930 -1.354
N 2.214 1.649 -4.257
N -6.331 1.635 -3.309
C -4.072 -4.851 -3.031
C 1.992 0.775 -1.867
C 10.125 10.413 1.896
C -7.257 -1.245 0.547
C 10.519 3.718 -0.353
C 0.125 -2.598 8.193
C -4.570 -3.504 3.507
C -7.195 0.194 0.190
C 4.859 1.113 -0.188
C 0.404 -5.604 3.603
C 3.333 2.468 -4.409
C 1.573 -0.745 -1.654
C -1.843 -1.504 9.383
C -0.460 -2.229 -2.287
C 8.085 9.085 1.160
C 5.314 4.545 0.563
C -6.560 1.853 -1.895
C -5.963 -3.002 -2.838
C 0.003 -0.924 -1.501
C 4.691 2.343 1.672
C -5.959 0.238 -3.530
C -4.191 -2.160 4.106
C 3.801 2.260 -5.788
C -6.864 -2.256 -0.464
C -9.293 0.351 -5.832
C -2.235 -5.570 -1.244
C -8.286 -0.787 -5.768
C -4.746 -3.754 -2.117
C -6.364 -0.464 -2.212
C -4.321 -4.679 4.410
C -0.278 -4.385 4.158
C -6.417 -1.875 -1.824
C 1.296 1.442 -3.123
C 1.936 0.950 -5.422
C -3.499 -5.981 -2.092
C 1.540 -4.835 5.383
C 4.544 3.237 0.472
C -2.950 -0.986 7.512
C 9.436 9.673 0.783
C 8.965 5.074 0.534
C 2.893 1.264 -6.476
C 9.210 3.536 -1.070
C -0.819 -3.365 -1.252
C 11.733 3.790 -1.267
C 0.509 -5.628 2.085
C -1.134 -4.736 -2.022
C 10.309 11.591 0.004
C -3.630 -5.181 2.344
C -0.877 -1.456 8.232
C -10.315 0.341 -4.730
C -6.767 0.497 -1.160
C -11.331 0.785 -6.672
H 1.106 0.226 -5.582
H 0.019 -4.766 1.626
H -0.063 -6.524 3.965
H -3.331 -4.404 -3.741
H 9.152 4.082 -2.016
H 4.629 5.391 0.476
H -1.736 -6.538 -0.932
H -5.631 -2.458 -3.765
H -6.893 -3.348 -0.217
H 10.733 9.759 2.520
H -5.605 -3.485 3.153
H -1.340 -4.573 -3.110
H -3.412 -4.581 5.011
H -8.774 1.313 -5.887
H -5.539 2.230 -3.597
H 6.053 4.633 -0.229
H -4.319 -6.223 -1.347
H 5.694 2.361 2.107
H 11.465 3.646 -2.316
H -10.641 -0.665 -4.448
H -1.360 -4.502 4.218
H -5.187 -4.255 -1.209
H -5.163 -4.886 5.069
H 10.666 2.949 0.411
H 3.960 2.563 2.450
H 3.491 3.431 0.245
H 0.024 -3.265 9.052
H 0.019 -3.185 7.279
H -3.990 -2.965 -1.868
H 12.440 2.998 -1.016
H -3.840 -2.254 5.132
H 2.028 -1.426 -2.424
H -0.571 -0.038 -1.879
H 9.438 10.979 2.532
H 1.548 -5.653 1.753
H -4.863 -5.342 -3.679
H 12.253 4.744 -1.171
H 8.094 8.004 1.011
H 3.752 3.132 -3.624
H 5.821 4.656 1.523
H 2.943 0.895 -7.525
H -8.332 -1.420 -6.655
H -9.976 0.869 -3.838
H 8.972 2.488 -1.248
H -0.280 -1.044 -0.414
H 1.144 -2.208 8.225
H -2.507 -5.055 -0.265
H -1.726 -3.060 -0.660
H -0.047 -3.468 3.610
H 2.033 -1.045 -0.663
H 7.280 9.500 0.552
H -5.063 -1.504 4.137
H -2.160 -2.518 9.643
H -7.440 1.016 0.898
H 0.324 -2.624 -2.984
H 3.110 0.829 -2.001
H -7.273 -0.387 -5.696
H 0.060 -3.483 -0.548
H -0.162 -5.316 -1.973
H 0.440 0.826 -3.519
H 1.714 1.388 -0.958
H 0.823 2.416 -2.796
H 10.081 8.897 0.359
H -6.798 -3.700 -3.101
H -3.418 -1.659 3.522
H -3.345 -6.947 -2.661
H -8.434 -1.417 -4.886
H -1.369 -1.979 -2.916
H -1.456 -1.012 10.275
H -0.357 -0.494 8.188
H 0.011 -6.514 1.688
H 4.673 2.755 -6.288
H 7.845 9.251 2.213
*
```


ORCA calculation (ωB97M-V/def2-TZVPD) on one molecule with the formula C4H7NO.

Calculated values
energy relative to the best compared isomer or geometry (same formula, charge and spin)	260.4	kJ/mol
HOMO-LUMO gap	9.906	eV
DFT total energy	-7796.9456	eV
LUMO	1.00	eV
SMILES	C=C=NCOC

Geometry as ORCA input:
```
! RIJCOSX wB97M-V def2-TZVPD def2/J DEFGRID3
* xyz 0 1
O -0.828 0.088 0.010
N 1.341 -0.192 -0.852
C -2.089 -0.502 0.216
C 1.776 0.576 -0.004
C -0.030 -0.624 -0.892
C 2.365 1.373 0.854
H 2.798 0.966 1.761
H -0.042 -1.705 -0.681
H -2.044 -1.269 1.001
H -0.395 -0.477 -1.920
H -2.774 0.288 0.530
H -2.484 -0.963 -0.700
H 2.404 2.441 0.678
*
```


ORCA calculation (ωB97M-V/def2-TZVPD) on a 3-piece molecular cluster, C15H37I2N3O6P overall.

Calculated values
energy relative to the best compared isomer or geometry (same formula, charge and spin)	0.0	kJ/mol
HOMO-LUMO gap	6.445	eV
DFT total energy	-58400.1685	eV
LUMO	2.51	eV

Geometry as ORCA input:
```
! RIJCOSX wB97M-V def2-TZVPD def2/J DEFGRID3
* xyz -1 1
I 1.292 -1.324 1.412
I -1.490 -1.300 3.157
P -0.672 -3.315 -1.920
O -3.257 2.119 -2.770
O 7.499 1.883 5.892
O -2.343 -3.067 -1.867
O -0.416 -4.909 -2.199
O -6.534 0.630 -5.634
O 3.955 0.119 3.655
N 5.301 2.755 3.828
N -3.882 -0.320 -4.655
N -0.059 -3.219 -0.424
C 2.887 0.396 4.538
C -0.496 -2.141 0.312
C 6.770 0.667 5.864
C 7.714 2.493 4.635
C -6.082 1.143 -6.867
C 4.079 1.037 2.577
C -6.176 -0.730 -5.398
C -4.464 2.606 -3.308
C -1.613 -2.488 1.356
C -2.922 -0.210 -3.551
C 5.359 1.831 2.701
C 6.571 3.384 4.165
C -5.179 -0.853 -4.271
C -1.619 -3.937 1.789
C -3.254 0.742 -2.416
H -2.532 -4.141 2.343
H -4.992 1.243 -6.898
H 6.182 1.108 2.797
H 1.940 0.481 3.997
H -0.826 -1.285 -0.284
H -6.401 0.511 -7.703
H 7.986 1.738 3.887
H -1.589 -4.563 0.905
H 4.114 0.452 1.654
H 6.374 4.106 4.962
H 2.816 -0.442 5.229
H -5.783 -1.189 -6.309
H 3.057 1.315 5.115
H -6.524 2.131 -6.988
H -2.465 0.632 -1.669
H -1.974 0.114 -3.987
H 6.915 3.956 3.296
H -7.092 -1.259 -5.118
H -4.535 3.665 -3.054
H 8.592 3.133 4.765
H -4.013 0.595 -5.065
H -2.813 -3.636 -1.243
H -5.605 -0.341 -3.395
H 5.695 0.830 5.975
H 6.952 0.108 4.944
H -0.760 -4.166 2.410
H -2.561 -2.216 0.903
H -5.062 -1.910 -4.016
H 4.963 2.254 4.639
H -4.493 2.524 -4.401
H 3.210 1.696 2.520
H -0.088 -5.277 -1.367
H -2.754 -1.204 -3.135
H 5.518 2.403 1.782
H 7.106 0.067 6.711
H -5.333 2.089 -2.891
H -4.194 0.483 -1.912
*
```